A cluster of 2 separate species, C28H25Cl2N2O in total at a distorted geometry, computed with the ωB97M-V functional and the def2-TZVPD basis.

* total charge: +1
* E_LUMO: -0.17224 hartree
* HOMO energy: -10.160 eV

Each line ends with the Löwdin charge.
Element x y z (Å)
H (-5.459, 2.655, 3.377)  0.11
H (-10.459, -6.088, 6.156)  0.08
H (-8.327, -6.914, 5.488)  0.13
H (5.913, -0.135, 3.544)  0.11
H (-1.008, 1.390, 4.467)  0.13
C (-2.488, 0.965, 2.954)  -0.23
H (-5.975, -6.500, 4.722)  0.13
C (-1.847, -4.193, 4.480)  0.05
C (3.941, 0.933, 0.956)  -0.09
N (-1.331, -3.347, 1.695)  0.19
H (-4.057, 0.429, -0.043)  0.11
C (-1.210, 0.595, 3.712)  -0.16
C (2.687, 0.699, 1.526)  -0.03
H (1.239, -0.130, 4.530)  0.11
C (-4.858, 1.599, 1.582)  -0.68
Cl (-6.317, 1.980, 0.746)  0.68
C (-2.554, -3.883, 1.998)  -0.47
H (-0.626, -3.096, 2.378)  0.10
C (-7.922, -5.895, 5.474)  -0.01
C (5.100, 0.656, 1.698)  -0.68
H (1.798, 0.901, 0.934)  0.10
C (2.551, 0.213, 2.846)  -0.23
H (3.671, -0.558, 4.543)  0.11
H (-2.038, -0.277, 1.249)  0.10
C (3.746, -0.117, 3.549)  -0.03
H (-10.824, -4.527, 5.393)  0.10
H (-3.335, 2.098, 4.590)  0.11
C (-8.180, -3.537, 5.925)  -0.02
H (-8.835, -2.712, 6.216)  0.13
C (-6.595, -5.672, 5.090)  0.00
H (4.054, 1.314, -0.057)  0.11
C (5.006, 0.112, 2.991)  -0.10
C (-4.681, 2.058, 2.899)  -0.09
C (-3.481, 1.748, 3.567)  -0.04
C (-2.794, -4.265, 3.431)  -0.08
H (-1.191, -3.040, 0.734)  0.13
H (-1.412, -0.317, 4.285)  0.11
C (-4.133, -4.481, 3.704)  0.09
C (-3.726, -3.780, 5.926)  0.04
H (-0.787, -4.105, 4.248)  0.13
H (-4.899, -4.568, 2.932)  0.17
O (-3.443, -3.977, 1.154)  0.07
Cl (6.649, 0.959, 1.024)  0.69
C (-6.011, -4.403, 5.249)  -0.21
C (-6.816, -3.331, 5.680)  0.00
C (-8.741, -4.816, 5.850)  -0.26
C (1.239, 0.142, 3.473)  -0.07
H (-1.678, -3.812, 6.632)  0.14
C (-2.343, -3.937, 5.762)  0.01
H (-4.214, -3.458, 6.855)  0.16
N (-4.598, -4.247, 4.971)  0.02
C (0.041, 0.393, 2.901)  -0.10
C (-2.749, 0.419, 1.698)  -0.05
H (-6.378, -2.339, 5.803)  0.12
H (-10.472, -4.600, 7.138)  0.09
C (-3.901, 0.772, 0.978)  -0.09
H (-0.041, 0.554, 1.826)  0.09
C (-10.203, -5.021, 6.156)  -0.04

A cluster of 5 separate species, C28H25F4NO8Si in total at a distorted geometry, computed with the ωB97M-V functional and the def2-TZVPD basis.

* E_LUMO: -0.07355 hartree
* HOMO energy: -9.077 eV

Each line ends with the Löwdin charge.
Element x y z (Å)
C (-4.712, -3.289, -2.366)  0.02
C (-0.897, 8.465, 2.264)  0.03
H (-0.140, -7.812, 3.605)  0.13
F (-4.778, 2.643, -1.169)  -0.06
H (3.186, -8.102, 0.807)  0.12
O (0.444, 5.409, 1.030)  0.05
C (1.544, 6.987, 2.390)  0.03
C (1.565, -6.883, 0.182)  0.03
H (1.987, -6.594, -0.773)  0.12
F (-5.517, 1.062, 0.458)  -0.07
H (-1.788, 9.081, 2.264)  0.12
C (5.248, -0.439, -0.281)  0.02
H (3.299, 0.175, 0.293)  0.10
H (1.081, 0.360, 0.840)  0.08
C (0.234, -6.334, 0.506)  -0.36
C (0.282, -7.524, 2.650)  0.03
O (-0.354, -5.592, -0.269)  0.07
C (-1.922, -3.372, -1.768)  0.03
C (-0.361, -6.715, 1.803)  0.03
C (6.150, -0.811, -1.389)  -0.39
O (7.315, -1.123, -1.182)  0.10
H (3.894, -0.438, -3.978)  0.12
H (-0.530, 0.682, -0.885)  0.11
H (-4.108, 0.511, -1.060)  0.18
H (0.415, 1.729, 1.500)  0.06
C (5.592, -0.794, -2.755)  0.02
Si (-2.057, 3.335, 0.290)  0.74
H (2.320, 8.541, 3.608)  0.12
H (6.267, -1.069, -3.556)  0.12
H (-5.776, -3.332, -2.561)  0.12
C (3.416, -0.083, -1.874)  -0.35
F (-3.802, 2.070, 2.004)  -0.08
H (-1.339, -6.304, 2.025)  0.13
C (4.319, -0.455, -2.982)  0.03
C (2.209, -7.692, 1.030)  0.03
H (-4.393, -1.355, -3.179)  0.12
F (-2.357, 0.528, 0.899)  -0.05
C (-3.969, -2.229, -2.698)  0.01
O (2.252, 0.229, -2.081)  0.07
H (-2.241, -5.307, -0.955)  0.09
C (1.614, -8.072, 2.326)  -0.38
H (0.274, 3.880, -0.571)  0.08
H (-1.673, 6.911, 1.046)  0.12
C (0.389, 6.475, 1.626)  -0.37
O (0.204, 10.043, 3.625)  0.10
C (3.975, -0.100, -0.508)  0.03
H (5.672, -0.456, 0.716)  0.12
N (0.959, 1.403, 0.672)  -0.04
H (-2.928, 4.279, -0.442)  -0.02
C (-4.326, 1.467, -0.380)  -0.10
H (1.045, 1.517, -1.492)  0.09
C (0.215, 1.580, -0.635)  -0.34
C (-3.118, 1.781, 0.688)  -0.34
C (-0.835, 7.300, 1.611)  0.03
H (-0.857, -3.329, -1.573)  0.12
H (-1.707, 4.032, 1.547)  -0.03
O (2.201, -8.814, 3.102)  0.11
C (1.483, 8.151, 3.043)  0.02
O (-4.794, -5.442, -1.410)  0.10
O (-1.840, -1.220, -2.723)  0.08
H (-0.801, 3.174, -1.977)  0.10
C (0.258, 8.976, 3.028)  -0.38
C (-0.524, 3.029, -0.827)  -0.31
H (2.435, 6.371, 2.391)  0.12
C (-4.114, -4.470, -1.712)  -0.38
C (-2.520, -2.192, -2.422)  -0.39
C (-2.664, -4.433, -1.436)  0.02

A structure of composition C28H25FN2O4S2 at a distorted geometry, computed with the ωB97M-V functional and the def2-TZVPD basis.

* E_LUMO: -0.02554 hartree
* HOMO energy: -6.415 eV

Each line ends with the Löwdin charge.
Element x y z (Å)
C (3.295, 2.966, 0.846)  -0.02
H (1.027, 4.793, -0.961)  0.10
C (-2.760, 4.076, 2.746)  -0.08
C (-3.679, 3.211, 2.134)  -0.02
F (-1.414, -0.900, -2.290)  -0.02
C (-0.928, 2.531, 2.250)  -0.01
H (-3.103, 5.012, 3.187)  0.10
S (1.204, -1.113, -2.335)  0.73
O (-1.826, -3.721, -2.098)  -0.29
C (-3.025, 0.024, 0.577)  -0.16
C (-1.796, 1.721, 1.531)  -0.09
C (-3.519, -1.262, 0.075)  0.02
H (3.722, 0.207, 3.469)  0.10
C (0.723, -3.736, -2.746)  -0.26
C (2.730, -4.167, -4.612)  -0.06
S (-0.548, -3.307, -1.565)  0.72
C (-0.511, -0.130, 0.291)  0.05
C (1.695, -1.524, 2.194)  0.00
H (-4.043, -1.150, -0.886)  0.11
H (-4.209, -1.741, 0.787)  0.10
H (4.647, 1.217, 2.324)  0.08
H (3.182, -2.050, -4.360)  0.13
H (3.224, 5.018, 0.167)  0.10
H (-0.206, 2.591, -0.929)  0.12
C (2.570, 1.783, 0.873)  -0.16
N (2.791, 0.621, 1.620)  -0.04
C (0.895, -5.017, -3.272)  -0.04
C (-3.172, 2.054, 1.560)  -0.16
H (-0.567, -1.153, -0.384)  -0.02
O (2.211, -1.005, -1.296)  -0.27
H (-5.653, 0.711, -0.099)  0.10
C (3.980, 0.357, 2.412)  0.00
C (1.732, -0.222, 1.516)  -0.20
H (4.498, -0.541, 2.050)  0.10
C (-0.400, -1.486, -1.568)  -0.47
H (2.045, -6.222, -4.633)  0.11
H (2.508, -2.182, 1.849)  0.10
H (0.239, -5.818, -2.937)  0.12
H (-4.747, 3.420, 2.089)  0.10
H (0.106, 2.230, 2.383)  0.11
H (-2.665, -1.924, -0.076)  0.07
C (1.297, 1.654, 0.265)  -0.15
H (-5.700, 0.073, 1.563)  0.10
N (-3.877, 0.987, 0.999)  -0.03
H (-0.697, 4.403, 3.302)  0.10
C (1.906, -5.226, -4.211)  -0.06
C (0.753, 2.723, -0.431)  -0.02
H (1.771, -1.412, 3.285)  0.09
C (2.708, 4.058, 0.187)  -0.09
C (1.460, 3.931, -0.449)  -0.08
H (4.267, 3.018, 1.335)  0.10
C (-1.400, 3.729, 2.808)  -0.07
C (1.528, -2.685, -3.152)  -0.25
C (-5.326, 0.892, 0.933)  0.01
C (2.552, -2.890, -4.075)  -0.03
O (-0.127, -3.674, -0.225)  -0.30
H (0.744, -2.007, 1.951)  0.08
H (-5.749, 1.834, 1.286)  0.08
H (3.515, -4.332, -5.349)  0.11
C (0.753, 0.365, 0.663)  -0.15
C (-1.677, 0.467, 0.764)  -0.07
O (1.051, -0.081, -3.333)  -0.28

Q: Look up the E_LUMO of the second one.
A: -0.07355 hartree

Copy entry 1 word for word.
A cluster of 2 separate species, C28H25Cl2N2O in total at a distorted geometry, computed with the ωB97M-V functional and the def2-TZVPD basis.

* total charge: +1
* E_LUMO: -0.17224 hartree
* HOMO energy: -10.160 eV

Each line ends with the Löwdin charge.
Element x y z (Å)
H (-5.459, 2.655, 3.377)  0.11
H (-10.459, -6.088, 6.156)  0.08
H (-8.327, -6.914, 5.488)  0.13
H (5.913, -0.135, 3.544)  0.11
H (-1.008, 1.390, 4.467)  0.13
C (-2.488, 0.965, 2.954)  -0.23
H (-5.975, -6.500, 4.722)  0.13
C (-1.847, -4.193, 4.480)  0.05
C (3.941, 0.933, 0.956)  -0.09
N (-1.331, -3.347, 1.695)  0.19
H (-4.057, 0.429, -0.043)  0.11
C (-1.210, 0.595, 3.712)  -0.16
C (2.687, 0.699, 1.526)  -0.03
H (1.239, -0.130, 4.530)  0.11
C (-4.858, 1.599, 1.582)  -0.68
Cl (-6.317, 1.980, 0.746)  0.68
C (-2.554, -3.883, 1.998)  -0.47
H (-0.626, -3.096, 2.378)  0.10
C (-7.922, -5.895, 5.474)  -0.01
C (5.100, 0.656, 1.698)  -0.68
H (1.798, 0.901, 0.934)  0.10
C (2.551, 0.213, 2.846)  -0.23
H (3.671, -0.558, 4.543)  0.11
H (-2.038, -0.277, 1.249)  0.10
C (3.746, -0.117, 3.549)  -0.03
H (-10.824, -4.527, 5.393)  0.10
H (-3.335, 2.098, 4.590)  0.11
C (-8.180, -3.537, 5.925)  -0.02
H (-8.835, -2.712, 6.216)  0.13
C (-6.595, -5.672, 5.090)  0.00
H (4.054, 1.314, -0.057)  0.11
C (5.006, 0.112, 2.991)  -0.10
C (-4.681, 2.058, 2.899)  -0.09
C (-3.481, 1.748, 3.567)  -0.04
C (-2.794, -4.265, 3.431)  -0.08
H (-1.191, -3.040, 0.734)  0.13
H (-1.412, -0.317, 4.285)  0.11
C (-4.133, -4.481, 3.704)  0.09
C (-3.726, -3.780, 5.926)  0.04
H (-0.787, -4.105, 4.248)  0.13
H (-4.899, -4.568, 2.932)  0.17
O (-3.443, -3.977, 1.154)  0.07
Cl (6.649, 0.959, 1.024)  0.69
C (-6.011, -4.403, 5.249)  -0.21
C (-6.816, -3.331, 5.680)  0.00
C (-8.741, -4.816, 5.850)  -0.26
C (1.239, 0.142, 3.473)  -0.07
H (-1.678, -3.812, 6.632)  0.14
C (-2.343, -3.937, 5.762)  0.01
H (-4.214, -3.458, 6.855)  0.16
N (-4.598, -4.247, 4.971)  0.02
C (0.041, 0.393, 2.901)  -0.10
C (-2.749, 0.419, 1.698)  -0.05
H (-6.378, -2.339, 5.803)  0.12
H (-10.472, -4.600, 7.138)  0.09
C (-3.901, 0.772, 0.978)  -0.09
H (-0.041, 0.554, 1.826)  0.09
C (-10.203, -5.021, 6.156)  -0.04

Q: HOMO energy of number 3 (C28H25FN2O4S2)?
A: -6.415 eV